No. 1
16
Properties=species:S:1:pos:R:3:forces:R:3 method="wB97M-V/def2-TZVPD" total_charge=0 gap_ha=0.3882 lumo_ev=0.92 e_homo_ev=-9.64
C 2.02672 -0.25361 -0.24644 0.065 0.009 -0.045
C 0.70501 -0.49252 0.47817 -0.012 -0.043 0.008
C -0.53990 0.03060 -0.25614 0.021 -0.131 -0.053
C -1.82325 -0.50096 0.39812 -0.060 0.042 0.075
C -0.56759 1.54278 -0.46766 -0.004 -0.063 -0.031
O 0.38931 2.25225 -0.66272 -0.418 -0.296 0.199
H 2.20805 0.81326 -0.38275 0.050 -0.182 0.023
H 2.85948 -0.68812 0.31644 -0.116 0.054 -0.079
H 2.01215 -0.72224 -1.23797 0.011 0.059 0.126
H 0.56145 -1.57255 0.61681 0.011 0.151 0.015
H 0.74032 -0.06222 1.48937 -0.035 0.012 -0.192
H -0.51770 -0.36857 -1.28329 0.065 0.080 0.023
H -1.82289 -0.29590 1.47340 -0.025 0.051 -0.083
H -2.73675 -0.06963 -0.02858 0.206 0.017 0.016
H -1.89907 -1.58933 0.28224 0.108 0.242 -0.019
H -1.59536 1.97675 -0.48899 0.134 -0.002 0.017



No. 2
16
Properties=species:S:1:pos:R:3:forces:R:3 method="wB97M-V/def2-TZVPD" total_charge=0 gap_ha="0.2852 / 0.2854" lumo_ev="-0.05 / -0.04" e_homo_ev="-7.81 / -7.81"
C -1.95431 -0.75146 -0.84567 -0.046 -0.071 -0.010
C -0.75398 0.14397 -0.52629 -0.026 0.131 0.000
C 0.48052 -0.65171 -0.13341 -0.071 -0.165 0.122
C 1.52232 1.40485 0.41796 0.124 0.234 -0.015
C 0.80987 -0.83025 1.21434 0.068 0.103 -0.055
O 1.13290 0.14372 1.94239 -0.111 -0.147 -0.209
H -2.24603 -1.34201 0.02968 0.045 0.086 -0.120
H -2.82116 -0.15893 -1.16086 0.134 -0.061 0.046
H -1.71552 -1.45180 -1.65461 -0.020 0.099 0.117
H -0.53822 0.76579 -1.41171 -0.014 -0.087 0.147
H -1.01774 0.84332 0.27742 0.062 -0.079 -0.118
H 0.63121 -1.52532 -0.77661 -0.006 0.105 0.098
H 1.31222 2.14800 1.18059 0.005 -0.137 -0.098
H 2.55691 1.08470 0.37742 -0.169 0.022 0.009
H 1.08538 1.65903 -0.54504 0.027 -0.129 0.157
H 0.81007 -1.82017 1.69475 -0.003 0.096 -0.072



No. 3
16
Properties=species:S:1:pos:R:3:forces:R:3 method="wB97M-V/def2-TZVPD" total_charge=+1 gap_ha="0.3098 / 0.1892" lumo_ev="-5.49 / -8.58" e_homo_ev="-13.91 / -13.73" multiplicity=2
C 2.62516 -1.49852 0.67990 1.540 0.579 3.401
C 1.20450 -1.15722 0.69216 1.330 -0.391 -3.606
C 0.30112 -1.04919 1.68184 0.118 0.041 1.384
H 3.08343 -1.73167 1.69305 -0.837 0.974 -0.704
H 2.82597 -2.43736 0.28345 -0.344 -2.108 -1.712
H 3.35570 -0.86256 0.15580 -0.847 0.309 -0.113
H 0.81196 -0.99964 -0.36669 0.257 0.226 1.364
H -0.31312 -0.20030 1.54418 -1.266 0.708 0.026
H 0.29365 -1.56585 2.63647 0.105 -0.109 -0.068
O -0.34455 1.61710 -0.42484 -0.588 -1.959 0.182
C -1.27173 0.88711 -0.69137 -2.781 1.750 -1.480
C -2.43823 1.31178 -1.74114 0.004 -1.394 -0.481
H -1.60369 -0.12389 -0.25784 1.235 0.644 0.199
H -1.88560 1.65068 -2.71748 -1.399 -0.189 1.929
H -3.25915 2.01279 -1.31109 1.996 -0.679 -0.677
H -3.07765 0.35728 -1.98942 1.478 1.597 0.357